Entry 1:
The following is a DFT calculation (wB97M-V/def2-TZVPD) of an isolated molecule of C18H21NO6.

Computed properties:
Frontier orbital gap   9.13 eV
Energy relative to the best compared isomer or geometry (same formula, charge and spin)   3.1 kcal/mol
LUMO   0.57 eV
HOMO level   -8.564 eV

The geometry in XYZ format:
```
46
C18H21NO6 | OMol25 | wB97M-V/def2-TZVPD
C -3.58716 -2.14549 0.56982
C -4.17388 -0.80866 1.00409
O -3.26588 -0.03529 1.77597
C -2.06959 0.36973 1.29114
C -1.12898 0.68578 2.28096
C 0.14180 1.10726 1.97195
C 0.52439 1.21153 0.63582
C 1.88929 1.57036 0.21500
O 2.25236 1.65282 -0.93158
O 2.73011 1.75741 1.26217
C 4.10218 1.87598 0.90885
C 4.61056 0.56571 0.28525
O 5.47368 0.52762 -0.55712
N 4.00637 -0.52231 0.81292
C 3.94706 -1.79974 0.12421
C 2.55753 -2.00932 -0.38266
C 1.96988 -1.73849 -1.58221
C 0.59383 -2.03788 -1.42589
C 0.44618 -2.45723 -0.14198
O 1.62544 -2.44017 0.50210
C -0.40457 0.92192 -0.35772
C -1.69835 0.53060 -0.05636
O -2.57633 0.27454 -1.09655
C -3.29439 1.40926 -1.56560
C -2.44169 2.41184 -2.33294
H -2.80506 -1.99321 -0.16962
H -4.36981 -2.75663 0.12949
H -3.17297 -2.66762 1.42969
H -4.53371 -0.25280 0.13444
H -5.01139 -0.96626 1.69003
H -1.44321 0.57853 3.30754
H 0.84455 1.34478 2.75469
H 4.63692 2.10060 1.83321
H 4.25151 2.67877 0.18132
H 3.28132 -0.37103 1.50098
H 4.65949 -1.75587 -0.70084
H 4.22309 -2.59882 0.81901
H 2.45705 -1.36910 -2.46027
H -0.17444 -1.94731 -2.16553
H -0.40835 -2.78410 0.41582
H -0.10125 1.00119 -1.39002
H -3.78987 1.91413 -0.72296
H -4.05871 0.98702 -2.22417
H -3.08513 3.18335 -2.74742
H -1.91901 1.91523 -3.14632
H -1.71091 2.88141 -1.67872
```

=====

Entry 2:
The following is a DFT calculation (wB97M-V/def2-TZVPD) of a structure of composition C18H25CuF6IN3O7S3.

Computed properties:
Frontier orbital gap (alpha / beta)   8.07 / 7.90 eV
Energy relative to the best compared isomer or geometry (same formula, charge and spin)   17.5 kcal/mol
Spin multiplicity   2
LUMO (alpha / beta)   2.22 / 2.08 eV
HOMO level (alpha / beta)   -5.849 / -5.818 eV
Total charge   -1

The geometry in XYZ format:
```
64
C18H25CuF6IN3O7S3 | OMol25 | wB97M-V/def2-TZVPD
Cu -1.16131 -0.22225 0.14092
F 2.01488 -1.83417 3.89772
C 2.38899 -0.96422 2.94591
F 2.94445 -1.65603 1.94905
F 3.31210 -0.15257 3.46128
S 0.92214 -0.00062 2.39232
O 0.02027 -1.05518 1.92672
O 0.53318 0.72884 3.56030
N 1.53843 0.79888 1.20928
S 1.88043 -0.13050 -0.79703
O 0.85586 -1.16299 -0.70033
O 3.23065 -0.63601 -0.76144
C 2.44406 4.01669 -0.39015
F 3.61292 4.67535 -0.53523
F 1.49668 4.94296 -0.18056
F 2.17719 3.44018 -1.57962
C 1.03471 -4.13264 0.58050
N -0.41332 -3.94178 0.57982
C -1.03640 -4.05497 1.89239
C -1.03760 -3.30453 -0.42880
S -2.38652 -2.29053 -0.14503
N -0.58902 -3.51360 -1.67676
C -0.93336 -2.61338 -2.76953
C 0.08836 -4.73307 -2.07398
H 1.41958 -3.75950 1.52848
H 1.48754 -3.53800 -0.20734
H 1.31344 -5.18429 0.47419
H -0.60252 -4.92426 2.38941
H -2.10719 -4.19797 1.78463
H -0.85565 -3.16067 2.48862
H -1.12650 -1.60806 -2.40022
H -1.81049 -2.98095 -3.31099
H -0.08267 -2.57908 -3.45315
H -0.05081 -5.50345 -1.31978
H 1.15840 -4.58156 -2.23734
H -0.35550 -5.07848 -3.00976
C -2.56912 0.95596 -3.50713
C -2.35898 1.28286 -2.02490
C -1.93169 2.74405 -1.87868
C -3.66202 1.03723 -1.26225
O -1.33210 0.43094 -1.58079
H -3.33846 1.59021 -3.95565
H -2.87370 -0.08814 -3.61155
H -1.63532 1.10052 -4.05483
H -2.67127 3.42252 -2.31410
H -0.97667 2.89882 -2.38672
H -1.82083 3.00879 -0.82720
H -4.46664 1.66346 -1.65765
H -3.53393 1.27567 -0.20490
H -3.95682 -0.01035 -1.36032
I 4.97647 3.75908 2.44270
C 2.94254 3.59577 2.01928
C 2.52624 2.97210 0.71405
C 1.19823 2.18661 0.85388
C 0.19920 2.89384 1.73463
C 0.60541 3.78444 2.63396
C 2.02548 4.00546 2.89088
C -1.26869 2.53031 1.62528
O -2.10908 3.36499 1.92618
O -1.51256 1.32113 1.26691
H 3.28436 2.26410 0.37356
H 0.74799 2.14407 -0.14696
H -0.13246 4.28869 3.24403
H 2.31898 4.46934 3.82377
```

=====

Entry 3:
The following is a DFT calculation (wB97M-V/def2-TZVPD) of a cluster of 2 separate species, C4H3NO in total in a non-equilibrium geometry.

Computed properties:
Frontier orbital gap (alpha / beta)   6.55 / 6.54 eV
Energy relative to the best compared isomer or geometry (same formula, charge and spin)   148.3 kcal/mol
LUMO (alpha / beta)   -3.18 / -3.18 eV
HOMO level (alpha / beta)   -9.728 / -9.722 eV

The geometry in XYZ format:
```
9
C4H3NO | OMol25 | wB97M-V/def2-TZVPD
C -0.27009 -0.54603 1.99746
C 0.36106 0.45568 -1.57273
C 0.46801 0.38076 -0.24225
C -0.37523 -0.23212 0.66483
N -0.19658 -0.74763 3.14140
O -2.03827 -0.90678 -0.03567
H 1.32231 0.72112 -2.06013
H -0.67013 0.22941 -1.97828
H 1.39892 0.64559 0.08537
```

=====

Entry 4:
The following is a DFT calculation (wB97M-V/def2-TZVPD) of a structure of composition C34H40N7O6P2V in a non-equilibrium geometry.

Computed properties:
Frontier orbital gap (alpha / beta)   7.26 / 7.67 eV
Energy relative to the best compared isomer or geometry (same formula, charge and spin)   39.5 kcal/mol
Spin multiplicity   3
LUMO (alpha / beta)   -5.95 / -5.54 eV
HOMO level (alpha / beta)   -13.209 / -13.211 eV
Total charge   +2

The geometry in XYZ format:
```
90
C34H40N7O6P2V | OMol25 | wB97M-V/def2-TZVPD
V -0.31800 0.05910 0.46538
O -1.83486 3.11308 5.50212
C -1.61530 2.50680 4.50562
C -1.70611 0.96414 4.31972
O -2.14513 0.16645 5.09174
C -1.17507 0.75982 2.94740
C -0.79988 1.93081 2.37690
O -0.41593 1.79616 1.08565
C -1.18005 3.09958 3.13956
O -1.25009 4.25182 2.78259
O -1.14306 -0.28376 2.15464
C -2.77572 5.27910 -2.18268
N -3.63078 4.05782 -2.57704
C -4.74253 3.90564 -1.52096
N -4.18960 3.80015 -0.22012
C -3.36380 4.97071 0.10048
N -2.27594 5.12498 -0.86722
C -1.25191 4.08694 -0.72606
P -1.93722 2.37695 -1.02975
C -2.78193 2.81484 -2.64897
C -3.47693 2.53903 0.00800
H -3.43352 6.14354 -2.25455
H -1.97570 5.35677 -2.91560
H -4.06085 4.23273 -3.48522
H -5.31323 3.01932 -1.78944
H -5.36868 4.79106 -1.61002
H -2.93769 4.85494 1.09511
H -3.99003 5.86241 0.08441
H -0.84581 4.13071 0.28336
H -0.43596 4.27017 -1.42688
H -3.41607 1.98966 -2.97285
H -2.01742 2.97383 -3.40967
H -3.20302 2.48344 1.06238
H -4.13779 1.69881 -0.21000
C 1.13530 -3.77224 -4.13469
C 1.03023 -2.48020 -4.93784
C 2.29897 -1.64122 -4.80844
C -0.21502 -1.67465 -4.56882
N -0.23162 -1.28522 -3.14166
C -0.62493 -2.00775 -2.08904
N -0.28205 -1.34516 -1.01630
N 0.29728 -0.20215 -1.44888
N 0.32266 -0.14507 -2.72207
H 1.97356 -4.36637 -4.49936
H 0.23496 -4.38807 -4.22259
H 1.33356 -3.57568 -3.07377
H 0.88056 -2.73625 -5.98981
H 2.52799 -1.42737 -3.75904
H 2.21626 -0.69152 -5.34249
H 3.14976 -2.18493 -5.22131
H -1.12350 -2.24699 -4.74424
H -0.25676 -0.75251 -5.14288
H -1.13330 -2.95820 -2.14005
O -2.82786 -1.12435 0.20765
H -3.43184 -0.79224 0.88352
H -2.68320 -2.04449 0.46538
C -0.73272 -4.30943 3.92237
C -0.81684 -4.33586 2.53408
C -0.09050 -3.42681 1.78235
C 0.74547 -2.49639 2.40924
C 0.83164 -2.48278 3.79541
C 0.09059 -3.38763 4.54794
P 1.53113 -1.19148 1.42831
C 2.58464 -1.99650 0.18516
C 2.74144 -3.37660 0.08716
C 3.58068 -3.91231 -0.88607
C 4.26883 -3.07574 -1.75120
C 4.12206 -1.69654 -1.64990
C 3.27953 -1.15927 -0.69043
C 2.69326 -0.35012 2.51732
C 3.81156 -1.05223 2.97332
C 4.68961 -0.44791 3.85541
C 4.45810 0.85502 4.28636
C 3.35242 1.55712 3.83162
C 2.47064 0.95600 2.94273
H -1.31013 -5.00975 4.51324
H -1.44596 -5.06980 2.04437
H -0.15452 -3.45337 0.69967
H 1.46989 -1.76664 4.29750
H 0.15439 -3.36312 5.62832
H 2.23581 -4.03572 0.77909
H 3.70847 -4.98609 -0.95352
H 4.93575 -3.49535 -2.49476
H 4.67498 -1.04137 -2.31112
H 3.18198 -0.08206 -0.60177
H 3.99088 -2.06907 2.64168
H 5.55695 -0.99108 4.20881
H 5.14898 1.32452 4.97523
H 3.17598 2.57238 4.16529
H 1.61958 1.51107 2.57554
```

=====

Entry 5:
The following is a DFT calculation (wB97M-V/def2-TZVPD) of a structure of composition C29H38N4O2P2W in a non-equilibrium geometry.

Computed properties:
Frontier orbital gap (alpha / beta)   5.70 / 4.29 eV
Energy relative to the best compared isomer or geometry (same formula, charge and spin)   0.0 kcal/mol
Spin multiplicity   3
LUMO (alpha / beta)   -7.85 / -9.26 eV
HOMO level (alpha / beta)   -13.554 / -13.549 eV
Total charge   +2

The geometry in XYZ format:
```
76
C29H38N4O2P2W | OMol25 | wB97M-V/def2-TZVPD
W 0.12926 0.96063 0.74318
C 3.70806 1.15241 -0.12771
C 2.94778 0.76221 -1.16989
C 3.12641 -0.54322 -1.87870
C 3.23874 -1.76270 -0.95126
C 2.36417 -1.67445 0.25921
C 2.43277 -0.90070 1.37417
C 3.75516 -0.37618 1.89303
C 4.57212 0.29384 0.77410
C -0.98392 0.70083 2.49779
H 3.86434 2.22449 0.03806
H 2.33818 1.49004 -1.71318
H 3.99381 -0.52082 -2.56032
H 2.27673 -0.65891 -2.55886
H 2.85366 -2.63408 -1.50618
H 4.28627 -2.00786 -0.73288
H 1.63559 -2.48919 0.26342
H 1.64369 -0.95819 2.15215
H 4.34679 -1.19732 2.35514
H 3.54347 0.36352 2.68278
H 5.29183 0.97945 1.24849
H 5.20323 -0.44982 0.23999
H -1.38059 1.59899 3.01165
H -0.20436 0.26406 3.14526
H -1.80807 -0.01132 2.37842
P -0.78826 -1.36513 -0.15405
P -1.41907 1.00335 -1.24273
N -0.31546 -2.85936 1.10761
N -2.27860 -2.25292 -0.35321
N 0.80311 2.76253 0.26612
N -2.09794 2.46223 -2.01505
C -0.17935 -1.31723 -1.87652
C -0.59005 0.03923 -2.53173
C -0.03169 -2.67513 2.45085
C 0.53227 -3.81425 2.99119
C 0.56745 -4.79116 1.94538
C 0.03745 -4.17532 0.79890
C -3.06725 -2.68834 0.73048
C -4.02898 -3.55091 0.24002
C -3.84188 -3.65736 -1.18441
C -2.75984 -2.85887 -1.52302
C 0.97041 2.68748 1.75146
C 2.12755 3.50437 2.05297
C 2.53506 4.12114 0.84732
C 1.68389 3.66360 -0.19257
C -1.32025 3.62451 -2.10109
C -2.06979 4.60975 -2.77027
C -3.35532 4.03952 -3.06442
C -3.34849 2.71446 -2.60415
H -0.52426 -2.16122 -2.49430
H 0.91758 -1.41646 -1.79389
H 0.30611 0.57327 -2.88629
H -1.29782 -0.07868 -3.37679
H -0.24718 -1.73058 2.95193
H 0.90511 -3.90955 4.01509
H 0.96268 -5.79541 2.00479
H -0.08930 -4.57099 -0.19488
H -2.81943 -2.39300 1.73889
H -4.78407 -4.05397 0.83301
H -4.42934 -4.24705 -1.88122
H -2.28047 -2.68699 -2.48108
H 0.07718 2.78432 2.37131
H 2.57095 3.55454 3.03983
H 3.39972 4.72851 0.70329
H 1.75223 3.85492 -1.24891
H -0.34246 3.65330 -1.64464
H -1.74978 5.60441 -3.03072
H -4.18961 4.55476 -3.54321
H -4.11269 1.93626 -2.62140
C -4.17720 0.49903 0.42464
O -3.39443 1.50586 1.18761
C -2.17504 2.05771 0.83363
O -2.03128 3.27260 0.88601
H -4.68638 0.90322 -0.48367
H -4.93654 0.10923 1.12415
H -3.56439 -0.37999 0.13989
```

=====

Entry 6:
The following is a DFT calculation (wB97M-V/def2-TZVPD) of a structure of composition C8H16ClO4Y in a non-equilibrium geometry.

Computed properties:
Frontier orbital gap (alpha / beta)   6.15 / 3.38 eV
Spin multiplicity   2
LUMO (alpha / beta)   -14.11 / -16.87 eV
HOMO level (alpha / beta)   -20.262 / -20.256 eV
Total charge   +3

The geometry in XYZ format:
```
30
C8H16ClO4Y | OMol25 | wB97M-V/def2-TZVPD
Y 0.73356 0.10708 0.33860
Cl -1.19363 -0.97666 1.94069
O -1.17067 1.90054 0.37696
C -2.19518 2.54166 0.49510
O -2.50114 3.67088 -0.07327
C -1.77537 4.15707 -1.15286
C -2.45748 5.45073 -1.57163
C -3.21037 2.22836 1.58435
H -1.61716 3.47015 -1.98425
H -0.77637 4.37240 -0.77374
H -3.42358 5.24731 -2.03356
H -1.85567 6.01975 -2.28025
H -2.59425 6.12763 -0.72829
H -3.53084 3.12197 2.11994
H -2.74587 1.55019 2.30019
H -4.08267 1.77410 1.11442
O 1.31818 -2.12058 -0.03594
C 1.36409 -3.34887 -0.08331
O 2.33657 -4.15278 -0.46130
C 3.58189 -3.55511 -0.84277
C 4.38432 -3.29712 0.40536
C 0.20504 -4.25405 0.41439
H 3.40913 -2.59459 -1.32821
H 4.13419 -4.20922 -1.51746
H 5.20149 -2.61883 0.15990
H 4.83869 -4.23469 0.72570
H 3.80736 -3.04029 1.29376
H 0.61654 -4.93488 1.15954
H -0.25306 -4.81140 -0.40268
H -0.54769 -3.59081 0.84055
```

=====

| no. | total energy (eV) |
| --- | --- |
| 1 | -32781.3952 |
| 2 | -139427.9302 |
| 3 | -7726.3125 |
| 4 | -102873.3338 |
| 5 | -61121.9249 |
| 6 | -30279.1172 |